Record 1
ORCA calculation (the ωB97M-V functional and the def2-TZVPD basis) on 12 unconnected molecules or ions with the total composition C50H104F6N14O19 in a non-equilibrium geometry.

Geometry as XYZ:
```
193
C50H104F6N14O19, DFT the ωB97M-V functional and the def2-TZVPD basis
C -4.908 -2.314 3.852
O -3.802 -1.864 3.099
C -2.580 -2.541 3.285
C -1.439 -1.467 3.104
N -1.392 -0.488 4.294
H -1.402 -0.964 5.185
H -0.545 0.062 4.293
C -2.523 0.601 4.342
C -2.249 1.742 5.305
O -1.937 1.298 6.635
C -2.161 2.244 7.678
H -5.235 -3.259 3.419
H -5.684 -1.563 3.704
H -4.793 -2.326 4.936
H -2.586 -3.383 2.593
H -2.425 -2.971 4.275
H -1.650 -0.826 2.248
H -0.494 -2.000 2.998
H -3.421 0.107 4.711
H -2.573 0.790 3.270
H -3.108 2.412 5.345
H -1.392 2.335 4.986
H -1.465 3.073 7.552
H -1.886 1.899 8.675
H -3.162 2.675 7.662
C -6.454 -1.574 -8.149
O -7.064 -1.873 -6.837
C -6.261 -2.297 -5.772
C -7.005 -2.170 -4.419
N -8.049 -1.101 -4.211
H -8.853 -1.141 -4.822
H -8.462 -1.244 -3.300
C -7.470 0.281 -4.123
C -8.611 1.270 -3.651
O -9.823 1.031 -4.335
C -10.847 1.998 -3.948
H -6.112 -2.458 -8.686
H -5.593 -0.908 -8.080
H -7.185 -1.158 -8.842
H -5.352 -1.704 -5.870
H -5.855 -3.282 -6.002
H -6.355 -2.047 -3.553
H -7.537 -3.091 -4.180
H -7.079 0.400 -5.133
H -6.709 0.143 -3.356
H -8.328 2.306 -3.838
H -8.688 1.219 -2.565
H -11.716 1.904 -4.599
H -10.536 3.013 -4.197
H -11.223 1.940 -2.926
C 1.068 8.987 1.629
O 1.112 7.636 1.218
C 2.172 7.273 0.399
C 1.956 5.774 -0.007
N 0.580 5.595 -0.763
H 0.478 6.394 -1.372
H 0.528 4.817 -1.405
C -0.672 5.639 0.119
C -1.771 4.827 -0.489
O -1.780 4.904 -1.912
C -2.789 4.102 -2.536
H 0.884 9.708 0.833
H 1.848 9.234 2.350
H 0.187 8.988 2.272
H 3.178 7.344 0.813
H 2.039 7.901 -0.482
H 1.972 5.033 0.792
H 2.651 5.564 -0.820
H -0.978 6.681 0.204
H -0.332 5.270 1.086
H -2.627 5.316 -0.025
H -1.704 3.812 -0.097
H -3.786 4.112 -2.095
H -2.447 3.079 -2.690
H -3.029 4.570 -3.491
C 2.141 0.254 8.174
C 1.123 0.619 7.130
N 1.811 0.483 5.768
C 2.220 -0.748 5.219
C 3.009 -0.399 4.122
N 2.920 0.941 3.869
C 2.160 1.478 4.915
C 3.505 1.680 2.800
H 2.595 -0.709 7.943
H 1.803 0.164 9.207
H 2.964 0.968 8.201
H 0.643 1.597 7.163
H 0.297 -0.088 7.055
H 2.121 -1.708 5.704
H 3.633 -1.044 3.521
H 2.084 2.541 5.089
H 2.918 1.314 1.957
H 4.535 1.362 2.643
H 3.468 2.765 2.899
C 2.055 -9.461 1.187
C 2.260 -9.110 2.643
N 2.478 -7.653 2.744
C 3.679 -7.080 3.112
C 3.652 -5.643 3.054
N 2.346 -5.431 2.587
C 1.613 -6.644 2.469
C 1.701 -4.139 2.491
H 1.869 -10.515 0.981
H 3.074 -9.269 0.850
H 1.300 -8.833 0.714
H 3.038 -9.691 3.139
H 1.325 -9.253 3.184
H 4.525 -7.726 3.292
H 4.372 -4.888 3.334
H 0.613 -6.772 2.082
H 1.809 -3.654 1.521
H 1.935 -3.543 3.372
H 0.642 -4.168 2.746
C 2.236 -0.143 -0.305
C 1.055 -0.856 0.328
N -0.122 -0.629 -0.537
C -0.715 0.548 -0.840
C -1.906 0.258 -1.441
N -1.982 -1.093 -1.530
C -0.967 -1.641 -0.881
C -2.992 -1.876 -2.269
H 2.304 0.931 -0.134
H 2.475 -0.271 -1.361
H 3.149 -0.501 0.169
H 0.812 -0.545 1.344
H 1.274 -1.923 0.370
H -0.278 1.503 -0.589
H -2.563 0.920 -1.986
H -0.919 -2.696 -0.656
H -2.458 -2.467 -3.013
H -3.689 -1.206 -2.774
H -3.596 -2.447 -1.564
C 0.290 -2.259 -4.366
C 0.849 -0.850 -4.121
N 1.114 -0.162 -5.374
C 0.236 0.376 -6.280
C 1.012 0.669 -7.403
N 2.384 0.575 -7.113
C 2.412 0.037 -5.824
C 3.489 0.825 -8.010
H -0.017 -2.810 -3.477
H 0.964 -2.861 -4.976
H -0.628 -2.243 -4.953
H 1.640 -0.846 -3.370
H -0.023 -0.337 -3.715
H -0.839 0.335 -6.191
H 0.704 1.130 -8.330
H 3.318 -0.311 -5.351
H 4.294 1.300 -7.449
H 3.207 1.560 -8.765
H 3.963 -0.101 -8.335
N -3.329 0.700 -4.918
O -3.163 -0.140 -5.783
O -2.449 1.436 -4.593
O -4.446 0.783 -4.448
N -0.620 -5.252 -0.346
O -1.400 -4.959 -1.240
O 0.355 -5.934 -0.599
O -0.883 -4.975 0.836
N 0.413 2.685 2.028
O 0.425 3.658 2.798
O 0.019 1.575 2.496
O 0.670 2.779 0.873
C 6.143 3.643 -1.166
O 5.176 3.282 -2.202
O 7.200 4.223 -1.911
C 5.528 4.403 0.158
F 4.530 3.825 0.795
F 6.394 4.591 1.184
F 5.104 5.637 -0.238
C 4.040 2.427 -1.803
C 3.106 2.047 -2.887
H 3.198 1.045 -3.307
H 2.047 2.151 -2.651
H 3.402 2.724 -3.689
H 3.515 2.949 -1.003
H 4.369 1.497 -1.339
H 6.521 2.691 -0.791
C 5.431 -2.279 1.355
O 5.807 -1.593 2.541
O 4.070 -2.601 1.519
C 5.894 -1.379 0.168
F 7.251 -1.384 0.028
F 5.447 -1.831 -1.043
F 5.472 -0.126 0.185
C 6.568 -2.186 3.593
C 8.004 -2.746 3.138
H 8.592 -2.197 2.403
H 8.654 -2.824 4.010
H 7.897 -3.751 2.730
H 6.078 -3.094 3.945
H 6.503 -1.459 4.403
H 5.979 -3.221 1.369
```

Properties
Net charge: +2
LUMO energy, eV: -3.96

Record 2
ORCA calculation (the ωB97M-V functional and the def2-TZVPD basis) on a molecular structure, C41H35N5OPRuS.

Geometry as XYZ:
```
85
C41H35N5OPRuS, DFT the ωB97M-V functional and the def2-TZVPD basis
Ru 0.061 -0.586 -0.390
C 2.692 2.880 2.386
C 2.063 1.958 3.215
C 0.798 1.491 2.897
C 0.161 1.920 1.735
C 0.793 2.837 0.908
C 2.057 3.321 1.237
P -1.500 1.261 1.386
C -2.618 2.066 2.431
C -3.988 1.601 2.572
C -4.892 2.277 3.346
C -4.548 3.466 4.034
C -3.224 3.965 3.862
C -2.296 3.314 3.095
C -1.832 1.645 -0.358
C -2.731 2.627 -0.752
C -3.043 2.749 -2.103
C -2.458 1.884 -3.024
C -1.557 0.908 -2.613
C -1.232 0.756 -1.259
H 3.689 3.232 2.623
H 2.569 1.586 4.098
H 0.309 0.759 3.532
H 0.304 3.160 -0.004
H 2.555 4.020 0.576
H -4.311 0.712 2.040
H -5.903 1.890 3.423
H -5.271 3.991 4.644
H -2.936 4.892 4.349
H -1.304 3.739 2.996
H -3.188 3.270 -0.006
H -3.755 3.497 -2.432
H -2.721 1.962 -4.074
H -1.130 0.236 -3.350
S 3.292 -1.736 2.876
C 1.818 -1.782 1.913
N 1.866 -0.938 0.822
C 3.071 -0.347 0.688
C 3.484 0.557 -0.316
C 4.773 1.072 -0.302
C 5.697 0.734 0.684
C 5.301 -0.143 1.703
C 4.024 -0.662 1.701
H 0.892 -2.105 2.356
H 2.772 0.885 -1.062
H 5.063 1.771 -1.081
H 6.696 1.151 0.675
H 5.991 -0.405 2.498
C 3.562 0.158 -4.342
C 2.873 -1.172 -4.011
C 3.909 -2.193 -3.523
C 2.104 -1.709 -5.221
C 1.930 -0.931 -2.902
N 1.241 -0.708 -2.016
H 4.261 -0.002 -5.166
H 4.115 0.533 -3.478
H 2.831 0.910 -4.642
H 4.656 -2.343 -4.307
H 3.432 -3.148 -3.304
H 4.405 -1.838 -2.618
H 2.816 -1.944 -6.016
H 1.396 -0.966 -5.594
H 1.533 -2.605 -4.978
N -3.017 -2.094 -1.261
C -1.996 -2.599 -2.006
O -0.820 -2.503 -1.603
C -2.321 -3.261 -3.245
C -3.660 -3.358 -3.696
N -4.771 -3.435 -4.018
C -1.283 -3.800 -4.046
N -0.454 -4.245 -4.719
H -2.742 -1.431 -0.547
H -3.915 -1.962 -1.697
C -1.206 -0.489 1.227
C -1.726 -1.516 2.088
C -1.532 -2.878 1.751
C -2.017 -3.899 2.547
C -2.708 -3.618 3.725
C -2.896 -2.288 4.092
C -2.417 -1.260 3.300
H -1.015 -3.112 0.827
H -1.860 -4.929 2.245
H -3.093 -4.420 4.343
H -3.419 -2.049 5.012
H -2.551 -0.237 3.621
```

Properties
2S+1: 6
Net charge: -2
Energy above the lowest of the compared OMol25 structures with the same formula, charge and spin, kcal per mole: 0.0
LUMO energy (alpha / beta), eV: 4.11 / 4.10

Record 3
ORCA calculation (the ωB97M-V functional and the def2-TZVPD basis) on a molecular structure, C19H43O2P3PbS in a non-equilibrium geometry.

Geometry as XYZ:
```
69
C19H43O2P3PbS, DFT the ωB97M-V functional and the def2-TZVPD basis
Pb 0.518 -2.580 -2.089
P 3.309 -0.669 0.186
P 0.117 1.547 2.587
P 0.492 2.579 0.662
H -2.122 -2.258 -1.874
C -1.392 -2.312 -2.686
C -0.883 -3.630 -3.084
H -1.272 -4.505 -2.552
C 3.476 -2.378 0.857
C 4.604 0.172 1.190
C 4.207 -0.865 -1.405
C -1.662 1.417 2.835
C 0.859 -0.091 2.661
C 0.830 2.537 3.914
C 0.603 1.409 -0.700
C 1.998 3.554 0.771
C -0.914 3.658 0.341
H -1.538 -1.558 -3.466
H -0.661 -3.780 -4.149
H 2.567 -2.956 0.641
H 3.612 -2.327 1.945
H 4.341 -2.874 0.398
H 4.584 -0.211 2.218
H 4.398 1.251 1.209
H 5.593 0.002 0.746
H 3.488 -1.095 -2.205
H 4.940 -1.677 -1.325
H 4.714 0.079 -1.646
H -1.838 1.307 3.914
H -2.052 0.533 2.311
H -2.188 2.312 2.477
H 0.495 -0.591 3.570
H 1.955 -0.022 2.710
H 0.574 -0.704 1.795
H 0.378 2.196 4.856
H 0.616 3.606 3.777
H 1.917 2.387 3.961
H 0.515 1.973 -1.640
H -0.224 0.686 -0.667
H 1.568 0.873 -0.690
H 2.049 4.182 -0.129
H 2.885 2.907 0.811
H 1.982 4.204 1.657
H -0.577 4.440 -0.351
H -1.274 4.128 1.265
H -1.726 3.086 -0.135
C -2.946 1.038 -2.501
C -4.307 0.987 -2.809
C -4.644 2.089 -3.588
C -3.737 2.510 -4.570
C -2.432 1.983 -4.603
C -1.980 1.250 -3.499
O -2.628 1.220 -1.169
H -3.373 1.459 -0.671
H -4.989 0.295 -2.323
H -5.569 2.617 -3.359
H -4.074 3.227 -5.316
H -1.786 2.161 -5.468
H -0.943 0.923 -3.371
C -2.375 -4.152 1.409
S -0.830 -3.242 1.430
C 0.113 -4.329 2.507
O -0.214 -3.451 0.038
H -2.592 -4.493 2.427
H -2.294 -4.996 0.715
H -3.156 -3.452 1.087
H 0.384 -5.236 1.954
H 1.012 -3.787 2.829
H -0.504 -4.564 3.381
```

Properties
Net charge: +4
Energy above the lowest of the compared OMol25 structures with the same formula, charge and spin, kcal per mole: 39.8
LUMO energy (alpha / beta), eV: -15.21 / -15.14

Record 4
ORCA calculation (the ωB97M-V functional and the def2-TZVPD basis) on 2 unconnected molecules or ions with the total composition H4NO2PS in a non-equilibrium geometry.

Geometry as XYZ:
```
9
H4NO2PS, DFT the ωB97M-V functional and the def2-TZVPD basis
N 1.074 0.491 0.271
O -1.854 -1.393 0.012
O -2.105 1.138 -0.062
P -2.849 -0.088 -0.168
S 2.620 0.144 -0.426
H 1.322 0.874 1.207
H 0.577 1.201 -0.253
H -0.878 -1.347 -0.146
H 2.092 -1.019 -0.436
```

Properties
Net charge: 0
Structure (SMILES): O=PO.NS
Energy above the lowest of the compared OMol25 structures with the same formula, charge and spin, kcal per mole: 54.2
LUMO energy, eV: -0.05

Record 5
ORCA calculation (the ωB97M-V functional and the def2-TZVPD basis) on a molecular structure, BrH12LiO6 in a non-equilibrium geometry.

Geometry as XYZ:
```
20
BrH12LiO6, DFT the ωB97M-V functional and the def2-TZVPD basis
Li -0.820 -0.955 3.100
Br -0.097 -0.270 0.726
O 0.688 0.433 -2.369
H 0.996 -0.425 -2.504
H 0.465 0.576 -1.524
O 3.444 -0.427 -0.564
H 3.440 -0.653 -1.436
H 2.421 -0.265 -0.482
O 1.667 1.949 2.842
H 1.454 2.908 2.772
H 1.440 1.634 2.040
O -3.369 -1.635 0.451
H -3.911 -2.446 0.890
H -2.727 -1.475 0.955
O -0.722 2.939 0.255
H -0.330 2.076 0.644
H -1.451 2.581 -0.250
O -0.565 -2.378 -2.009
H -1.444 -2.254 -2.302
H -0.578 -1.912 -1.237
```

Properties
Net charge: 0
Energy above the lowest of the compared OMol25 structures with the same formula, charge and spin, kcal per mole: 39.7
LUMO energy, eV: -1.95